1.
C20H22BaBr2N6O3Se3Te | ωB97M-V with the def2-TZVPD basis set

Properties
ΔE to the lowest compared entry with this formula, charge and spin in eV: 0.000
Orbital gap in hartree: 0.16552
Net charge: -2

The geometry in XYZ format:
```
58
C20H22BaBr2N6O3Se3Te ωB97M-V with the def2-TZVPD basis set
H 1.910 -1.370 -6.238
Ba 1.494 0.876 0.284
H 0.971 -3.588 2.489
C 1.690 -0.340 -4.375
H -0.990 -4.348 0.611
Te 3.373 0.437 3.345
N -0.827 -0.543 1.216
C -2.652 6.791 0.422
C -3.201 6.726 -0.852
H -2.926 7.600 1.089
C 2.790 -2.451 -4.628
C -3.617 -0.426 1.396
H -1.335 5.856 1.850
H -3.895 7.486 -1.188
C 3.805 -3.520 -2.605
N 2.882 -1.367 -1.102
H 1.037 -2.725 0.940
C 0.616 -2.708 1.953
C -1.423 -3.992 1.554
Br 3.353 -3.865 -5.786
C 2.114 -1.396 -5.177
Se 1.143 0.214 4.464
C -2.857 5.671 -1.688
H 4.636 -4.188 -0.745
C 1.902 -0.280 -2.985
H -2.611 -2.744 3.587
N -2.870 -1.568 1.874
H 3.794 -2.243 0.513
O -0.600 2.580 -0.125
Se 6.149 -1.631 1.894
H -1.376 0.310 1.166
H -1.227 -4.748 2.319
C 4.060 -3.437 -1.267
C -1.971 4.694 -1.263
N 0.453 4.144 1.192
H -2.498 -3.897 1.420
N -0.840 -2.725 1.943
N -0.500 3.766 0.413
C -1.765 5.821 0.860
H -4.298 -2.544 3.063
H -3.321 -0.182 0.377
C 3.580 -2.333 -0.545
O 1.546 0.689 -2.244
H 4.166 -4.354 -3.192
H -3.442 -1.215 3.878
Se 4.171 -2.006 3.163
H -3.283 5.607 -2.681
H 0.965 -1.826 2.489
C -1.413 4.779 0.006
C 3.079 -2.490 -3.245
H -1.694 3.854 -1.884
C -1.486 -1.548 1.651
C 2.629 -1.415 -2.432
O 1.322 3.267 1.426
C -3.330 -2.046 3.170
H -4.679 -0.680 1.397
H -3.477 0.465 2.023
Br 0.772 1.108 -5.189
```

***

2.
C2H6ClNO2 | ωB97M-V with the def2-TZVPD basis set

Properties
SMILES: OC(O)NCCl
ΔE to the lowest compared entry with this formula, charge and spin in eV: 0.473
Orbital gap in hartree: 0.36732

The geometry in XYZ format:
```
12
C2H6ClNO2 ωB97M-V with the def2-TZVPD basis set
C -1.349 0.771 -0.231
H -1.681 1.970 -0.181
Cl -2.914 -0.152 0.314
C 0.980 -0.263 0.205
H -1.057 0.403 -1.198
N -0.136 0.676 0.578
H -0.155 0.697 1.570
H 1.839 -0.136 1.026
H 0.145 -1.949 -0.276
O 1.424 -0.016 -1.083
H 2.309 -0.420 -1.183
O 0.595 -1.580 0.459
```

***

3.
C12H12N4O3S2 | ωB97M-V with the def2-TZVPD basis set

Properties
SMILES: NC(=O)OCCSc1nnc(-c2cccc(C(N)=S)c2)o1
Orbital gap in hartree: 0.29547

The geometry in XYZ format:
```
33
C12H12N4O3S2 ωB97M-V with the def2-TZVPD basis set
C 0.259 0.626 -2.029
H -0.961 2.847 6.345
O 0.162 -0.925 0.041
C 0.440 1.915 -2.532
O -1.120 0.225 4.685
S 0.285 -1.711 2.616
C 1.270 -1.387 -5.259
N -0.456 0.618 1.491
N 2.223 -1.231 -6.227
H -1.545 -2.978 3.658
C -1.498 0.919 5.730
H 2.837 -0.414 -6.204
C -0.071 -0.581 1.296
C 1.203 0.990 -4.658
H -2.123 -1.534 5.350
O -1.536 0.488 6.854
N -1.293 2.237 5.571
H 0.325 -1.492 -2.569
C 0.600 -0.493 -2.864
H -0.230 -1.625 5.421
H -1.983 -1.464 2.840
C 1.089 -0.343 -4.234
N -0.396 1.157 0.268
H 0.662 3.079 -4.221
H -1.018 2.605 4.604
H 0.333 2.722 -1.897
C -0.001 0.276 -0.652
S 0.337 -2.818 -5.305
C 0.813 2.139 -3.874
H 2.269 -1.953 -6.944
C -1.226 -1.927 3.498
C -1.136 -1.231 4.881
H 1.487 1.265 -5.682
```

***

4.
C20H22BN10ORb | ωB97M-V with the def2-TZVPD basis set

Properties
ΔE to the lowest compared entry with this formula, charge and spin in eV: 0.000
Orbital gap (spin up / spin down) in hartree: 0.33664 / 0.17915
Net charge: +1
Spin multiplicity: 2

The geometry in XYZ format:
```
55
C20H22BN10ORb ωB97M-V with the def2-TZVPD basis set
C 3.691 -0.735 0.818
C -0.035 0.494 3.523
C -6.707 -0.002 3.709
N -0.908 0.221 2.568
H 1.895 -1.769 -4.828
C -4.784 -0.864 4.306
N -3.460 1.342 1.415
C -1.995 0.512 4.490
H -2.199 -3.254 -0.617
C -6.111 -0.865 4.648
H 3.146 -1.238 1.609
H -2.851 0.607 5.134
N 2.511 0.452 -3.293
H -0.215 0.927 5.713
C -2.655 2.733 -0.072
H 0.289 -1.113 -5.191
N 2.951 -0.089 -0.086
H 1.017 0.562 3.285
H 5.619 -1.320 1.547
H -6.580 -1.405 5.452
C -4.460 -2.114 1.409
C 1.317 -0.082 -3.644
H -4.278 4.259 0.238
N -5.816 0.486 2.863
H -5.358 -1.985 1.989
N -4.612 -0.008 3.266
C 5.730 -0.113 -0.236
H 1.762 1.471 -1.662
O 0.312 0.046 -2.952
Rb -0.109 -0.291 -0.297
H -5.151 2.331 2.078
C -4.110 -3.116 0.541
N -2.417 1.573 0.461
H -7.743 0.284 3.617
N -3.444 -1.215 1.453
C 4.973 0.566 -1.177
C -0.663 0.691 4.764
H -4.685 -3.987 0.280
C 1.312 -0.854 -4.938
H 6.810 -0.115 -0.294
H -2.012 3.144 -0.834
C 2.732 1.253 -2.100
H 3.288 0.306 -3.916
H 5.451 1.114 -1.980
N -2.439 -1.600 0.626
N -2.124 0.207 3.175
C -3.817 3.315 0.481
B -3.396 0.026 2.341
C -2.837 -2.738 0.085
H -3.960 -1.426 4.715
H 3.195 2.198 -2.387
C 5.074 -0.780 0.786
H 1.751 -0.269 -5.746
C 3.590 0.549 -1.072
C -4.279 2.336 1.442
```

***

5.
C18H27N5 | ωB97M-V with the def2-TZVPD basis set

Properties
SMILES: CCc1nn(C2CCCC2)c2c1CCn1c-2nnc1C(C)(C)C
ΔE to the lowest compared entry with this formula, charge and spin in eV: 0.704
Orbital gap in hartree: 0.32564

The geometry in XYZ format:
```
50
C18H27N5 ωB97M-V with the def2-TZVPD basis set
H -3.946 2.342 2.776
C 0.335 -0.801 2.342
C -0.590 1.279 -3.201
H 1.508 -0.344 -4.790
H -2.547 0.416 5.519
H -1.751 3.331 3.353
H -0.961 0.085 5.030
H 3.094 -3.421 -1.045
H -0.426 2.202 3.880
C -3.602 1.571 3.540
C 0.244 -0.417 -0.551
C -1.682 0.910 2.162
C 1.299 -1.056 0.004
C -0.818 0.183 0.343
H -0.080 1.887 -2.465
C -1.990 0.113 4.592
H 4.956 -1.041 -1.568
C 0.451 -0.112 -4.849
H -3.933 1.871 4.596
H 0.583 -0.469 3.322
H -1.537 2.595 5.037
H 0.199 -0.359 -5.828
H 3.659 -2.220 0.176
N -0.694 0.104 1.721
H -2.125 -0.822 4.348
C -0.508 -0.932 -4.048
N -1.821 0.966 -0.045
C -0.708 -0.206 -2.783
H -4.038 0.621 3.232
H -1.387 -1.067 -4.619
H -0.118 -1.803 2.478
H -0.461 1.586 -5.324
H 2.178 -1.674 1.776
H 2.229 -0.028 1.725
C 4.569 -1.981 -1.851
H -1.688 -0.480 -2.346
H -0.055 -1.908 -3.864
C -1.464 2.474 3.944
C 0.137 1.302 -4.496
H 5.310 -2.763 -1.728
H -1.566 1.776 -3.234
C -2.150 1.198 3.547
C 3.445 -2.325 -0.907
H 0.921 1.991 -4.530
N -2.396 1.380 1.155
N 0.375 -0.523 -1.880
N 1.592 -1.119 -2.202
C 2.180 -1.510 -1.125
H 4.154 -1.894 -2.849
C 1.625 -0.908 1.528
```

***

6.
C26H38Br2GaGeO3Se | ωB97M-V with the def2-TZVPD basis set

Properties
Orbital gap in hartree: 0.22048
Net charge: +1

The geometry in XYZ format:
```
72
C26H38Br2GaGeO3Se ωB97M-V with the def2-TZVPD basis set
C 7.193 8.606 8.426
H 11.900 16.133 15.563
O 9.566 12.376 8.514
H 16.559 16.632 8.381
C 16.001 15.738 8.102
Ge 15.857 14.496 9.589
H 14.305 16.151 10.761
H 9.868 19.650 8.356
C 11.039 17.010 13.016
H 7.483 6.428 8.363
C 9.810 18.705 14.318
Br 6.507 11.295 8.504
Br 11.251 13.119 11.901
H 10.888 18.772 11.806
H 12.951 11.073 7.590
C 7.949 7.422 8.432
H 12.369 19.256 13.358
C 14.815 13.015 8.756
H 12.330 19.292 10.260
H 8.761 18.478 9.161
H 12.344 19.363 15.149
Ga 11.349 13.209 9.351
H 6.100 8.585 8.357
H 10.134 16.168 15.378
C 12.341 18.667 14.280
H 11.458 15.091 13.855
H 18.235 14.469 10.503
H 9.722 19.648 10.106
C 10.010 11.212 8.836
H 11.045 8.870 8.620
C 10.554 15.599 10.613
H 10.968 17.322 16.498
C 9.746 18.985 9.232
H 15.511 12.373 8.237
C 10.883 14.948 11.817
H 9.880 19.440 13.492
H 9.986 6.633 8.375
C 17.585 13.739 10.039
O 11.202 11.090 9.313
Se 13.407 13.532 7.474
H 15.714 15.778 11.802
C 10.719 17.047 10.573
C 9.341 7.537 8.432
H 13.280 18.053 14.291
C 9.201 9.968 8.646
H 9.646 19.251 15.264
C 11.160 15.630 12.968
H 12.165 11.800 6.160
C 9.957 8.783 8.550
H 13.065 17.905 9.400
H 18.060 13.360 9.131
H 14.350 12.432 9.560
C 10.853 17.947 9.320
C 11.083 17.813 14.299
H 11.723 16.498 7.927
H 8.934 18.061 14.150
C 10.883 17.677 11.789
C 14.997 15.357 11.102
H 9.958 16.552 7.904
C 7.780 9.883 8.547
H 13.896 11.424 6.120
H 16.573 15.256 7.306
H 15.000 16.010 7.714
H 12.376 19.289 8.460
H 14.427 14.599 11.664
H 10.824 17.895 7.120
C 11.037 16.813 15.509
O 10.104 14.840 9.623
C 10.854 17.180 7.964
C 12.256 18.668 9.376
H 17.426 12.934 10.759
C 13.074 11.748 6.753
```

***

7.
C4H7N3OS | ωB97M-V with the def2-TZVPD basis set

Properties
SMILES: [H]/N=c1\sn(C)c(=O)n1C
ΔE to the lowest compared entry with this formula, charge and spin in eV: 0.943
Orbital gap in hartree: 0.34236

The geometry in XYZ format:
```
16
C4H7N3OS ωB97M-V with the def2-TZVPD basis set
H 2.229 -1.114 1.213
H 2.726 -1.196 -0.630
H -0.199 -1.604 3.139
N -1.274 0.330 -0.589
H -2.768 0.519 -1.863
H -2.472 2.141 -0.907
S -1.665 -0.069 1.034
C 2.230 -0.616 0.248
C -2.084 1.227 -1.371
C 0.140 0.298 -0.733
H -1.466 1.551 -2.214
C -0.017 -0.712 1.399
N 0.438 -1.254 2.409
N 0.754 -0.471 0.251
H 2.696 0.363 0.335
O 0.732 0.606 -1.723
```